# 1
Formula: C4H18CrNO9S
Source: the OMol25 dataset
Level of theory: ωB97M-V with the def2-TZVPD basis set

```
34
Properties=species:S:1:pos:R:3
Cr -1.26225 -0.62478 -0.94869
S -0.29980 1.73845 -3.24409
O -0.85256 1.47566 -4.55753
O 1.13055 1.85961 -3.34984
O -0.77324 3.02296 -2.83692
O -0.54658 0.70299 -2.27376
O -2.79466 0.44895 -0.07288
H -3.47036 0.11178 0.54702
C 1.29039 -1.72908 1.27044
C 0.67326 -0.42844 1.69110
C 1.57759 0.64754 2.37866
O 0.83108 1.84040 2.57112
C 1.58163 3.03332 2.47892
N 0.10088 0.23962 0.53202
H 0.50227 -2.43889 1.01917
H 1.92655 -2.16498 2.04075
H 1.99355 -1.57155 0.45261
H -0.18294 -0.68163 2.31634
H 2.47101 0.90032 1.80770
H 1.99531 0.34837 3.33996
H 2.00870 3.07893 1.47711
H 2.33631 3.08030 3.26400
H 0.76264 3.72144 2.68832
H -0.22712 1.05990 1.02157
H 0.91272 0.70051 0.14655
O -2.55036 -1.31691 -2.49454
H -3.48028 -1.51546 -2.60438
H -2.18003 -1.40874 -3.37241
O 0.31903 -1.89038 -2.02898
H 0.88910 -1.35246 -2.57843
H 0.73715 -2.75139 -2.02005
O -1.73039 -2.41416 0.20566
H -1.98093 -3.30769 -0.02900
H -1.70823 -2.41461 1.16261
```

Results
Frontier orbital gap (alpha / beta) in eV: 5.972 / 6.123
Total energy in eV: -63612.0917
Max |F| in eV/A: 2.82
Total charge: 0
2S+1: 6
LUMO (alpha / beta) in eV: -0.47 / -2.17
HOMO energy (alpha / beta) in eV: -6.44 / -8.30

---

# 2
Formula: C4H18F12O21S4Zn2
Source: the OMol25 dataset
Level of theory: ωB97M-V with the def2-TZVPD basis set

```
61
Properties=species:S:1:pos:R:3
Zn -2.62069 0.28401 -4.42651
Zn 5.46917 -2.01123 -3.10991
C 0.45800 -0.39296 1.79004
F 1.14737 -1.03641 2.80507
F -0.83956 -0.39323 2.12564
F 1.03825 0.87022 1.67815
S 0.60105 -1.32532 0.09548
O 2.01002 -1.34736 -0.25861
O 0.04351 -2.67004 0.26036
O -0.11800 -0.48879 -0.85138
C 2.99852 7.42086 5.38562
F 2.00234 6.47214 5.57108
F 4.13899 6.90422 5.79391
F 3.04682 7.77835 4.14666
S 2.66697 8.98248 6.50099
O 2.30031 10.17698 5.66283
O 1.63295 8.63388 7.42744
O 3.88475 9.21239 7.25473
C -3.59105 -6.64921 -5.13736
F -4.73591 -6.30714 -5.68274
F -3.65824 -6.53289 -3.74971
F -3.28509 -7.88758 -5.60324
S -2.22216 -5.37486 -5.62709
O -2.52984 -4.05917 -5.05614
O -1.01261 -5.96482 -5.03053
O -2.29577 -5.36119 -7.10166
C -3.22664 5.91594 -0.40040
F -3.68429 4.84261 0.17464
F -3.94270 6.93526 -0.08718
F -1.98625 6.22910 0.02196
S -3.20839 5.70665 -2.39632
O -2.16032 6.58123 -2.99370
O -2.97326 4.32946 -2.78402
O -4.58730 6.06249 -2.73794
O -2.42311 -6.35311 2.14811
H -1.90459 -5.91101 1.47586
H -3.32558 -6.09119 1.96599
O 0.24620 1.11147 -6.47833
H 0.16147 0.98934 -7.42392
H 1.07942 1.56980 -6.36926
O 0.22461 -5.79937 6.32252
H -0.06533 -4.95762 6.67414
H 1.17279 -5.80043 6.45358
O 3.19707 -3.52881 -5.45074
H 2.52288 -4.20441 -5.37814
H 3.16913 -3.25958 -6.36888
O -4.96391 2.89227 5.91830
H -4.40096 2.64324 6.65131
H -4.49405 2.58961 5.14122
O 5.87765 1.26300 3.93298
H 5.76948 2.21350 3.90000
H 5.61484 1.02224 4.82136
O 2.00656 -8.12485 -1.39019
H 1.57972 -7.39964 -1.84639
H 1.98844 -8.84719 -2.01798
O -5.32360 -0.23725 -2.16200
H -5.53019 0.20741 -1.33991
H -5.94494 -0.96415 -2.20440
O 7.47117 -0.41214 -0.46225
H 7.17956 -0.08979 0.39056
H 8.35439 -0.05738 -0.56370
```

Results
Frontier orbital gap in eV: 1.062
Total energy in eV: -220204.0602
Max |F| in eV/A: 2.92
Total charge: 0
LUMO in eV: -8.09
HOMO energy in eV: -9.15

---

# 3
Formula: C4H18N2O4S
Source: the OMol25 dataset
Level of theory: ωB97M-V with the def2-TZVPD basis set

```
29
Properties=species:S:1:pos:R:3
C 0.78959 -0.77698 -1.96367
N -0.60698 -0.64036 -2.32634
C 0.96226 -1.12980 -0.45061
C 2.39113 -0.81007 0.04057
S 2.73895 -1.68315 1.61398
N 0.02640 -0.37284 0.39054
C -0.95404 -1.10161 1.16679
O -2.27528 -0.68492 0.92728
H 1.21218 -1.61880 -2.49569
H 1.24243 0.18575 -2.13484
H -1.08077 0.14834 -1.93282
H -1.08927 -1.39833 -2.71725
H 0.72719 -2.18797 -0.31245
H 3.16133 -1.10317 -0.65592
H 2.37607 0.23021 0.34460
H 2.40239 -2.89484 1.15519
H -0.47312 0.34572 -0.12907
H -0.82767 -1.01380 2.24016
H -0.73763 -2.16694 0.99609
H -2.56493 -1.02804 0.11135
H -2.39971 1.42874 1.15483
H -1.77253 2.36781 2.16504
O -2.35056 2.36958 1.39098
H -1.31229 2.61733 -1.70720
H -1.25819 2.53816 -0.18645
O -0.92577 2.10935 -0.98611
H 1.23577 2.14265 2.17436
H 0.65335 1.73800 0.71192
O 0.70970 2.38998 1.41473
```

Results
Frontier orbital gap in eV: 9.379
Total energy in eV: -26444.9535
Max |F| in eV/A: 2.00
Total charge: 0
LUMO in eV: 0.60
HOMO energy in eV: -8.78

---

# 4
Formula: C4H18NO3
Source: the OMol25 dataset
Level of theory: ωB97M-V with the def2-TZVPD basis set

```
26
Properties=species:S:1:pos:R:3
C -0.65819 -1.10272 0.70650
C -1.48497 0.15926 0.97040
C -0.73214 0.88206 2.12697
C -1.56477 1.11762 -0.23296
N -1.12209 -1.72877 -0.56895
H 0.47669 -1.01869 0.48230
H -0.74786 -1.73082 1.58257
H -2.52416 0.03635 1.31910
H 0.29243 1.02443 2.14143
H -1.26525 1.82385 2.24426
H -0.83928 0.36849 3.05858
H -0.60438 1.44380 -0.71162
H -2.06776 2.02495 0.23099
H -2.29702 0.79703 -0.97207
H -0.88434 -2.77718 -0.55260
H -2.11523 -1.56575 -0.81698
H -0.69364 -1.41964 -1.52988
H 2.48157 0.00128 -0.50396
H 3.00322 -1.10003 0.42051
O 2.26943 -0.89333 -0.23441
H 1.45049 -1.62720 -1.87848
H 1.27314 -0.24504 -2.63083
O 0.89123 -1.05376 -2.44912
H 1.70478 2.24428 -0.90300
H 3.20907 2.56821 -0.53010
O 2.54904 1.77133 -0.76866
```

Results
Frontier orbital gap (alpha / beta) in eV: 2.741 / 11.005
Total energy in eV: -12068.4810
Max |F| in eV/A: 3.92
Total charge: 0
2S+1: 2
LUMO (alpha / beta) in eV: -0.04 / -0.16
HOMO energy (alpha / beta) in eV: -2.78 / -11.17

---

# 5
Formula: C4H18NO3
Source: the OMol25 dataset
Level of theory: ωB97M-V with the def2-TZVPD basis set

```
26
Properties=species:S:1:pos:R:3
C -0.78550 -0.66065 -0.05432
C -0.43599 0.10946 1.23602
C 0.46800 -0.72004 2.21454
C 1.85593 -0.79052 1.59156
N -0.30120 0.25574 -1.22806
H -0.23179 -1.59398 -0.17993
H -1.85516 -0.65479 -0.32852
H 0.08142 1.02647 0.99514
H -1.27533 0.48704 1.84474
H 0.48999 -0.25642 3.22201
H -0.04848 -1.61874 2.54277
H 1.87167 -1.66879 0.93605
H 2.63572 -1.01186 2.32967
H 2.08498 0.09373 0.99773
H 0.45823 -0.23902 -1.72182
H 0.02206 1.22201 -1.00510
H -1.07357 0.38275 -1.89140
H -0.57587 0.98954 -4.27645
H 0.77032 1.56752 -3.88053
O -0.01882 1.15300 -3.48335
H -3.16698 1.47985 3.18198
H -2.75872 2.91692 2.94365
O -2.45034 2.01588 2.82216
H 2.51230 -1.73296 -1.71571
H 1.81344 -2.08591 -3.03840
O 1.65386 -1.72197 -2.15861
```

Results
Frontier orbital gap (alpha / beta) in eV: 3.063 / 11.599
Total energy in eV: -12068.7790
Max |F| in eV/A: 2.86
Total charge: 0
2S+1: 2
LUMO (alpha / beta) in eV: 0.48 / 0.45
HOMO energy (alpha / beta) in eV: -2.59 / -11.15

---

# 6
Formula: C4H18NO3
Source: the OMol25 dataset
Level of theory: ωB97M-V with the def2-TZVPD basis set

```
26
Properties=species:S:1:pos:R:3
C -0.70612 0.25348 -1.86429
C -0.53074 -0.37368 -0.49789
C -0.13579 -1.88755 -0.60089
C -1.06490 -2.70980 0.25957
N 0.54272 0.34920 0.25612
H -1.12174 1.26014 -1.81539
H -1.36631 -0.37477 -2.45823
H 0.24267 0.32459 -2.38905
H -1.41294 -0.35219 0.11125
H -0.10509 -2.14771 -1.65608
H 0.89114 -2.06949 -0.26506
H -0.97506 -2.67150 1.34445
H -2.12352 -2.47550 0.15923
H -1.10510 -3.75216 -0.05980
H 0.61255 1.33794 -0.01202
H 0.50296 0.27747 1.27093
H 1.48848 0.16862 -0.09232
H 2.59246 2.83927 -0.82311
H 3.30976 1.52168 -1.38355
O 2.55157 1.88742 -0.92202
H -2.85695 1.84018 1.80074
H -3.24709 1.68144 0.39284
O -2.45072 1.81338 0.92479
H 2.25784 0.52839 3.29522
H 2.15015 1.83675 2.60098
O 2.05976 0.89439 2.42360
```

Results
Frontier orbital gap in eV: 12.067
Total energy in eV: -12066.8288
Max |F| in eV/A: 1.92
Total charge: +1
LUMO in eV: -2.82
HOMO energy in eV: -14.89

---

# 7
Formula: C4H18NO4
Source: the OMol25 dataset
Level of theory: ωB97M-V with the def2-TZVPD basis set

```
27
Properties=species:S:1:pos:R:3
C 0.23074 1.08632 -0.94253
N 0.27616 0.29631 0.35110
C -0.98156 -0.52966 0.40094
C -1.89765 0.06096 -0.66121
C -0.91262 0.45411 -1.77126
H 0.02829 2.13589 -0.77820
H 1.18197 0.84137 -1.41099
H 0.20212 0.98314 1.13393
H 1.19125 -0.12430 0.47891
H -1.44780 -0.60728 1.36939
H -0.66383 -1.48688 -0.00259
H -2.64564 -0.69039 -0.91100
H -2.45387 0.94511 -0.34228
H -1.26534 1.24969 -2.42714
H -0.71500 -0.40621 -2.40824
H 3.38034 -0.05492 1.46059
H 3.62276 1.45173 1.43593
O 2.92868 0.78921 1.32939
H 1.95311 -1.29020 -3.58602
H 1.17790 -1.96635 -2.53689
O 2.09178 -1.72908 -2.73546
H -2.00024 -3.52907 1.92556
H -3.10707 -2.62049 1.50110
O -2.14594 -2.70130 1.45204
H 0.34284 2.66120 2.70663
H -1.09342 2.76937 2.03881
O -0.17738 2.50062 1.91182
```

Results
Frontier orbital gap in eV: 11.843
Total energy in eV: -14114.2613
Max |F| in eV/A: 2.43
Total charge: +1
LUMO in eV: -2.70
HOMO energy in eV: -14.54

---

# 8
Formula: C4H18O8
Source: the OMol25 dataset
Level of theory: ωB97M-V with the def2-TZVPD basis set

```
30
Properties=species:S:1:pos:R:3
O 0.48008 -1.16142 2.59467
C 0.16168 -1.96809 1.74212
O 1.17332 -2.68631 1.17640
C -1.03430 -1.81708 0.87198
C -0.95447 -0.76797 -0.26047
C -1.65623 -1.04151 -1.56628
O -1.55823 0.09294 -2.46950
H 1.88812 -2.74048 1.91254
H -1.31275 -2.79121 0.41752
H -1.97744 -1.60242 1.64686
H 0.06423 -0.36742 -0.42244
H -1.51837 0.07167 0.08932
H -2.83534 -1.29112 -1.56765
H -1.32917 -1.99709 -2.18665
H -0.52783 0.42867 -2.51322
H -2.76088 1.88999 -0.31025
H -1.53600 1.93467 -1.34742
O -1.84743 1.99409 -0.40196
H 1.71335 1.36145 2.43222
H 1.94407 2.75496 1.59406
O 1.83809 1.80401 1.50455
H 2.89280 1.47021 -0.97403
H 2.15291 2.61079 -1.30816
O 2.90296 2.19100 -1.60959
H 2.87776 0.42933 -2.55042
H 2.16112 -0.99115 -2.56675
O 2.14576 -0.12773 -2.40968
H -1.48434 0.63101 2.13079
H -0.67073 0.59358 3.41472
O -1.39271 1.09266 2.93672
```

Results
Frontier orbital gap in eV: 10.477
Total energy in eV: -20817.7114
Max |F| in eV/A: 5.67
Total charge: 0
LUMO in eV: 0.35
HOMO energy in eV: -10.13